1.
6 unconnected molecules or ions with the total composition H12O6 in a non-equilibrium geometry. Source: OMol25; level of theory: wB97M-V/def2-TZVPD.

Each line ends with the natural charge from an NBO analysis.
Cartesian coordinates (Å):
1 O -2.63 0.50 0.56  -0.979
2 H -3.23 1.10 1.11  0.490
3 H -1.79 0.27 1.21  0.490
4 O -0.36 1.06 -0.79  -0.964
5 H 0.13 0.31 -1.14  0.468
6 H -1.27 0.78 -1.01  0.493
7 O -0.51 -2.07 0.64  -0.987
8 H -1.52 -2.24 0.48  0.500
9 H 0.05 -2.88 0.82  0.488
10 O -1.29 4.22 0.46  -0.964
11 H -0.67 3.61 -0.01  0.494
12 H -0.66 4.83 0.86  0.469
13 O 8.15 -6.78 -0.99  -0.906
14 H 8.24 -6.78 -1.87  0.452
15 H 7.47 -6.19 -0.92  0.454
16 O -3.58 3.16 0.16  -0.941
17 H -3.12 3.32 0.90  0.469
18 H -3.40 3.78 -0.47  0.474

Values from the calculation:
- charge = 0
- calculated total energy (eV) = -12478.3147
- ΔE to the lowest compared entry with this formula, charge and spin (kcal/mol) = 64.55
- multiplicity = 1
- SMILES = O.O.O.O.O.O
- HOMO-LUMO gap (eV) = 11.19



2.
A molecular structure, C41H42N12O2STi in a non-equilibrium geometry. Source: OMol25; level of theory: wB97M-V/def2-TZVPD.

Each line ends with the Mulliken charge.
Cartesian coordinates (Å):
1 Ti -8.59 -23.20 -0.44  -1.416
2 N -11.73 -20.53 -0.78  0.143
3 C -12.53 -20.43 0.38  -0.022
4 C -13.81 -19.90 0.38  -0.881
5 C -14.55 -19.82 1.50  -0.753
6 C -14.07 -20.33 2.74  -0.831
7 C -12.78 -20.82 2.79  -0.567
8 C -11.95 -20.84 1.62  0.962
9 S -10.38 -21.50 1.79  -0.171
10 N -9.87 -21.65 0.19  0.352
11 C -10.46 -21.04 -0.83  0.650
12 C -9.82 -21.17 -2.13  0.622
13 C -10.48 -20.78 -3.31  -0.688
14 C -10.00 -21.24 -4.51  -0.696
15 C -8.75 -21.83 -4.55  -0.899
16 C -8.05 -22.10 -3.38  -0.369
17 N -8.65 -21.90 -2.16  0.763
18 H -12.01 -20.02 -1.60  0.152
19 H -14.16 -19.42 -0.53  0.503
20 H -15.50 -19.38 1.48  0.544
21 H -14.72 -20.57 3.60  0.424
22 H -12.41 -21.37 3.66  0.437
23 H -11.44 -20.19 -3.25  0.434
24 H -10.61 -21.10 -5.41  0.503
25 H -8.20 -21.97 -5.48  0.512
26 H -7.06 -22.53 -3.35  0.584
27 C -9.22 -25.18 3.76  -0.966
28 N -8.55 -23.93 3.67  0.256
29 C -8.24 -23.17 4.89  -1.089
30 C -7.96 -23.56 2.48  -0.059
31 N -8.22 -24.17 1.34  0.584
32 N -7.18 -22.42 2.51  0.170
33 C -6.55 -21.81 1.45  0.186
34 N -5.57 -20.91 1.81  -0.357
35 N -6.83 -22.10 0.21  0.221
36 H -9.56 -25.40 4.78  0.296
37 H -8.65 -26.05 3.37  0.379
38 H -10.11 -25.12 3.16  0.293
39 H -8.72 -23.75 5.66  0.292
40 H -8.65 -22.14 4.88  0.372
41 H -7.17 -23.19 5.11  0.475
42 H -8.86 -24.99 1.30  0.314
43 H -7.07 -21.93 3.41  0.316
44 H -5.47 -20.58 2.73  0.185
45 H -5.22 -20.35 1.03  0.235
46 H -6.53 -21.31 -0.39  0.158
47 C -6.64 -26.80 -1.97  -0.953
48 C -7.53 -25.72 -1.94  -0.159
49 N -7.24 -24.53 -1.41  0.977
50 C -5.89 -24.27 -1.27  -0.581
51 C -4.97 -25.31 -1.11  0.451
52 C -5.31 -26.63 -1.58  -0.795
53 C -3.68 -24.93 -0.61  -1.015
54 C -3.46 -23.70 0.00  -0.355
55 C -2.39 -22.87 -0.49  0.306
56 C -1.91 -23.08 -1.77  -0.270
57 C -1.15 -22.07 -2.42  -0.420
58 N -0.87 -20.94 -1.79  -0.440
59 C -1.35 -20.83 -0.55  -0.037
60 N -2.11 -21.67 0.15  -0.524
61 H -6.97 -27.67 -2.51  0.499
62 H -8.47 -25.75 -2.54  0.295
63 H -5.63 -23.26 -1.15  0.900
64 H -4.60 -27.47 -1.60  0.486
65 H -2.83 -25.56 -0.89  0.631
66 H -3.98 -23.48 0.96  0.616
67 H -2.04 -24.04 -2.30  0.371
68 H -0.86 -22.12 -3.49  0.383
69 H -0.99 -19.93 0.02  0.383
70 C -17.22 -23.77 3.49  -0.855
71 O -16.16 -23.88 2.55  -0.411
72 C -16.38 -23.73 1.24  0.724
73 C -17.59 -23.52 0.60  -0.570
74 C -17.59 -23.30 -0.79  -0.643
75 C -16.43 -23.19 -1.53  -1.237
76 C -15.19 -23.30 -0.81  0.049
77 C -15.18 -23.80 0.46  -0.130
78 N -14.01 -24.33 1.04  0.320
79 C -12.77 -24.64 0.57  -0.262
80 C -12.42 -24.91 -0.79  -0.276
81 C -13.39 -25.61 -1.63  -0.797
82 C -13.19 -25.72 -2.99  -0.539
83 C -12.06 -25.12 -3.59  -0.838
84 C -11.10 -24.52 -2.79  0.232
85 C -11.12 -24.66 -1.40  0.175
86 O -10.04 -24.44 -0.68  -0.175
87 H -16.74 -23.65 4.49  0.247
88 H -17.85 -24.71 3.48  0.366
89 H -17.91 -22.95 3.27  0.392
90 H -18.58 -23.73 1.09  0.431
91 H -18.48 -23.17 -1.34  0.466
92 H -16.38 -23.15 -2.59  0.513
93 H -14.26 -23.08 -1.31  0.732
94 H -14.16 -24.27 2.05  0.327
95 H -12.02 -24.64 1.36  0.435
96 H -14.30 -25.92 -1.11  0.650
97 H -13.98 -26.17 -3.60  0.480
98 H -12.11 -25.02 -4.67  0.468
99 H -10.35 -23.87 -3.19  0.423

Values from the calculation:
- charge = +4
- calculated total energy (eV) = -99088.2607
- ΔE to the lowest compared entry with this formula, charge and spin (kcal/mol) = 67.64
- multiplicity = 1
- HOMO-LUMO gap (eV) = 4.43



3.
A molecular structure, C35H33Br2FeNO4Sb2. Source: OMol25; level of theory: wB97M-V/def2-TZVPD.

Each line ends with the Mulliken spin population.
Cartesian coordinates (Å):
1 Fe 0.00 -1.51 1.15  3.779
2 O -2.29 -4.83 -0.15  0.003
3 C -1.81 -3.72 0.34  -0.015
4 O -0.72 -3.25 0.04  0.032
5 C -2.67 -3.03 1.34  0.012
6 C -3.94 -3.42 1.72  0.002
7 C -4.56 -2.68 2.72  -0.003
8 C -3.89 -1.61 3.30  0.002
9 C -2.63 -1.31 2.83  -0.009
10 N -2.03 -2.00 1.87  0.017
11 C -1.73 -0.24 3.37  -0.001
12 O -2.26 0.50 4.31  -0.001
13 O -0.60 -0.12 2.93  0.036
14 H -1.66 -5.23 -0.77  -0.001
15 H -4.42 -4.27 1.26  0.000
16 H -5.56 -2.95 3.06  0.000
17 H -4.33 -1.03 4.10  0.000
18 H -1.62 1.17 4.60  -0.002
19 C -1.51 -0.35 -2.01  0.022
20 C -0.34 -0.61 -2.96  -0.007
21 C 0.71 -1.52 -2.34  0.019
22 Sb 2.08 -1.09 -0.68  0.012
23 C 2.69 0.74 0.26  -0.017
24 C 2.24 1.03 1.54  0.070
25 C 2.81 2.03 2.30  0.002
26 C 3.86 2.78 1.79  0.004
27 C 4.33 2.50 0.51  -0.001
28 C 3.76 1.49 -0.25  0.006
29 C 3.79 -1.21 -1.90  0.027
30 C 4.95 -1.91 -1.59  -0.005
31 C 6.04 -1.86 -2.45  0.001
32 C 5.97 -1.10 -3.61  -0.001
33 C 4.82 -0.39 -3.92  0.002
34 C 3.72 -0.45 -3.07  0.000
35 Sb -0.81 0.75 -0.30  0.012
36 C -0.40 2.43 -1.48  0.020
37 C 0.90 2.83 -1.75  -0.009
38 C 1.14 3.85 -2.66  0.001
39 C 0.07 4.47 -3.29  -0.001
40 C -1.23 4.08 -3.01  0.002
41 C -1.47 3.06 -2.11  0.001
42 C -2.70 1.25 0.50  0.000
43 C -2.81 2.34 1.36  -0.003
44 C -4.04 2.69 1.91  0.001
45 C -5.17 1.95 1.61  0.000
46 C -5.07 0.86 0.75  0.000
47 C -3.85 0.51 0.20  -0.004
48 H -1.97 -1.29 -1.68  -0.006
49 H -2.28 0.26 -2.47  0.001
50 H 0.11 0.33 -3.29  0.000
51 H -0.74 -1.08 -3.86  0.001
52 H 1.48 -1.83 -3.04  -0.002
53 H 0.21 -2.40 -1.93  -0.003
54 H 1.43 0.48 2.00  -0.048
55 H 2.45 2.23 3.30  0.001
56 H 4.32 3.56 2.38  0.000
57 H 5.15 3.08 0.10  0.000
58 H 4.15 1.30 -1.24  0.000
59 H 5.02 -2.50 -0.68  0.000
60 H 6.94 -2.41 -2.21  0.000
61 H 6.82 -1.06 -4.27  0.000
62 H 4.77 0.20 -4.82  0.000
63 H 2.82 0.10 -3.32  0.000
64 H 1.74 2.37 -1.24  -0.001
65 H 2.15 4.17 -2.86  0.000
66 H 0.26 5.27 -4.00  0.000
67 H -2.06 4.58 -3.50  0.000
68 H -2.50 2.77 -1.90  0.000
69 H -1.94 2.95 1.59  0.000
70 H -4.11 3.55 2.57  0.000
71 H -6.13 2.23 2.03  0.000
72 H -5.96 0.29 0.50  0.000
73 H -3.80 -0.34 -0.48  -0.001
74 Br 1.50 -3.02 2.62  0.049
75 C 0.86 -3.69 4.34  0.002
76 Br -0.98 -4.19 4.36  -0.001
77 H 1.03 -2.90 5.06  0.001
78 H 1.47 -4.56 4.53  0.001

Values from the calculation:
- charge = +2
- calculated total energy (eV) = -234044.0159
- <S²> = 6.015
- ΔE to the lowest compared entry with this formula, charge and spin (kcal/mol) = 8.24
- multiplicity = 5
- HOMO-LUMO gap (alpha / beta) (eV) = 6.67 / 6.93